Computed, not measured: 40 unconnected molecules or ions with the total composition H80O40, with ωB97M-V/def2-TZVPD.

CARTESIAN COORDINATES (ANGSTROEM)
H (4.999, 2.498, 0.610)
H (5.293, 3.985, 0.917)
O (4.678, 3.219, 0.756)
H (-0.823, 2.752, -1.924)
H (-1.575, 1.933, -3.034)
O (-1.283, 1.940, -2.262)
H (-1.159, -0.313, -3.045)
H (-0.640, -1.130, -4.405)
O (-0.835, -1.132, -3.465)
H (-4.360, -1.520, -1.118)
H (-3.072, -2.294, -0.560)
O (-3.728, -2.219, -1.193)
H (3.591, -0.519, -2.441)
H (2.791, 0.604, -2.000)
O (2.644, -0.285, -2.417)
H (-1.985, 4.733, -2.312)
O (-1.604, 5.564, -2.484)
H (-1.220, -2.062, 5.552)
O (-2.015, -2.308, 5.954)
H (4.640, -0.422, 3.150)
H (3.297, -0.455, 2.212)
O (4.317, -0.630, 2.276)
H (-5.017, -0.040, 0.914)
H (-4.436, -1.515, 1.441)
O (-4.944, -0.992, 0.761)
H (-3.270, -4.228, 1.347)
H (-3.515, -4.917, -0.100)
O (-2.911, -4.840, 0.618)
H (0.762, -2.405, 3.097)
H (1.610, -2.267, 4.365)
O (0.651, -2.414, 4.055)
H (-4.578, -0.446, -4.377)
O (-4.287, -0.799, -5.192)
H (2.659, 2.374, -3.634)
H (2.776, 1.330, -4.792)
O (2.912, 2.290, -4.617)
H (1.438, 3.382, -0.465)
H (2.629, 4.156, 0.548)
O (1.845, 4.269, 0.077)
H (4.932, 0.391, 0.294)
H (6.126, 1.102, -0.286)
O (5.145, 0.918, -0.526)
H (-3.103, -3.906, 3.723)
H (-4.201, -2.661, 3.832)
O (-3.859, -3.574, 3.400)
H (-0.321, 2.996, 0.351)
H (-1.432, 3.958, -0.241)
O (-0.665, 3.391, -0.457)
H (-4.092, 3.564, -2.844)
H (-3.866, 2.330, -2.312)
O (-3.573, 2.867, -3.056)
H (-1.791, 0.478, 2.230)
O (-1.334, 1.294, 1.878)
H (1.838, 0.433, 4.571)
H (1.754, -0.798, 3.801)
O (2.023, 0.067, 3.786)
H (0.714, 5.143, 3.585)
O (0.348, 4.934, 2.758)
H (2.942, 3.255, 3.118)
H (3.567, 3.659, 4.391)
O (2.795, 3.803, 3.980)
H (-1.192, -2.206, 1.136)
H (-1.855, -3.218, 1.963)
O (-1.634, -2.348, 1.966)
H (2.803, -1.840, 1.217)
H (1.660, -2.653, 0.382)
O (1.858, -2.258, 1.189)
H (0.088, 1.594, -6.264)
H (-1.284, 0.709, -6.711)
O (-0.931, 1.420, -6.158)
H (4.129, -3.549, -1.403)
H (5.530, -4.254, -0.815)
O (5.039, -3.656, -1.378)
H (-3.072, 1.067, -1.065)
H (-3.003, 1.449, 0.170)
O (-3.123, 0.619, -0.179)
H (-2.684, 5.684, -0.510)
H (-1.972, 5.459, 0.760)
O (-2.443, 4.946, 0.098)
H (-5.141, 0.720, -0.645)
H (-5.576, 0.494, -2.022)
O (-5.812, 0.891, -1.223)
H (0.736, -4.125, 4.615)
H (-0.515, -5.005, 3.928)
O (0.203, -4.954, 4.608)
H (-0.773, 1.478, 4.587)
H (-2.317, 1.828, 4.688)
O (-1.502, 1.966, 5.070)
H (-2.681, -5.435, -2.030)
O (-3.601, -5.428, -1.976)
H (-2.109, -3.365, -2.983)
H (-1.175, -4.320, -2.082)
O (-1.223, -3.554, -2.952)
H (-1.006, 0.917, 1.011)
H (-1.037, 5.771, -1.736)
H (1.000, 5.002, 2.158)
H (-2.519, -1.503, 5.964)
H (-3.562, -1.238, -4.874)
H (-3.993, -4.727, -2.681)
O (3.759, -5.609, 0.898)
H (2.901, -5.736, 0.522)
H (3.807, -5.286, 1.845)
O (1.666, 1.966, -1.097)
H (0.860, 1.802, -1.530)
H (1.295, 1.280, -0.462)
O (3.989, -3.085, 3.118)
H (4.075, -2.716, 2.205)
H (3.227, -2.592, 3.434)
O (0.555, 6.309, -1.046)
H (0.957, 5.506, -0.900)
H (0.633, 6.512, -2.006)
O (1.069, -3.268, -1.700)
H (0.213, -3.092, -2.198)
H (1.562, -2.455, -2.154)
O (5.906, 0.635, -3.243)
H (6.027, 0.050, -2.448)
H (5.042, 0.313, -3.727)
O (-0.272, -0.072, -0.789)
H (-0.295, -0.734, -1.394)
H (-1.285, 0.191, -0.795)

Calculated values
E_LUMO (alpha / beta)	0.0480 / 0.0492	Eh
charge	-1
multiplicity	2
energy relative to the best compared isomer or geometry (same formula, charge and spin)	9.953	eV
HOMO (alpha / beta)	-0.678 / -8.743	eV
frontier orbital gap (alpha / beta)	1.984 / 10.083	eV
maximum force	16.7	eV Å⁻¹

Atomic partial charges in e from the Mulliken method, atoms 1 to 5: 0.179 0.250 -0.341 -0.015 0.090

Computed, not measured: 40 unconnected molecules or ions with the total composition H80O40, with ωB97M-V/def2-TZVPD.

CARTESIAN COORDINATES (ANGSTROEM)
H (-0.525, -2.808, -0.962)
H (-0.281, -2.195, 0.305)
O (0.116, -2.830, -0.276)
H (-3.098, 5.782, -1.392)
H (-1.629, 5.495, -0.926)
O (-2.493, 5.595, -0.588)
H (1.663, -0.649, -1.942)
H (2.814, -1.007, -1.030)
O (2.511, -1.128, -1.919)
H (2.071, -3.905, -0.002)
H (3.370, -3.960, 0.760)
O (2.535, -4.484, 0.558)
H (5.814, -0.175, 0.952)
H (6.366, -0.733, -0.529)
O (6.307, 0.006, 0.112)
H (-2.591, 3.771, -0.319)
O (-3.156, 3.049, -0.517)
H (-2.760, -5.733, -1.000)
O (-2.737, -5.059, -0.310)
H (-4.270, 3.382, 2.636)
H (-4.248, 3.019, 1.099)
O (-4.752, 3.041, 1.945)
H (-5.442, -2.399, -0.859)
H (-4.144, -3.260, -0.353)
O (-4.670, -2.480, -0.353)
H (-0.366, -5.196, -3.935)
H (-1.468, -5.415, -2.966)
O (-1.159, -4.769, -3.573)
H (1.999, 1.191, 2.707)
H (0.620, 1.286, 1.796)
O (1.496, 0.899, 1.903)
H (-0.815, -1.696, -2.644)
O (0.048, -1.108, -2.575)
H (-0.561, 1.816, -3.394)
H (-1.844, 1.915, -4.121)
O (-1.161, 1.246, -3.865)
H (0.866, 3.552, 1.024)
H (1.864, 4.144, 2.014)
O (1.062, 3.522, 2.063)
H (1.477, 2.366, -3.642)
H (1.251, 1.379, -2.317)
O (0.965, 2.264, -2.814)
H (0.291, 0.468, -5.220)
H (1.198, 0.195, -6.482)
O (0.741, 0.787, -5.961)
H (-0.028, -2.914, 5.877)
H (-0.618, -1.549, 5.659)
O (0.018, -2.115, 6.241)
H (-3.292, 0.633, 2.618)
H (-4.280, 1.397, 3.385)
O (-3.859, 0.568, 3.513)
H (-1.446, -0.965, -0.502)
O (-1.358, -0.077, -0.152)
H (-3.268, -3.034, 3.835)
H (-1.910, -2.829, 3.212)
O (-2.421, -2.802, 4.004)
H (2.056, 2.273, 5.488)
O (2.535, 1.651, 4.766)
H (2.735, 0.772, -5.505)
H (4.195, 0.155, -5.269)
O (3.349, 0.090, -5.788)
H (-4.536, -0.640, -0.528)
H (-4.668, 0.575, 0.457)
O (-4.320, 0.242, -0.386)
H (-0.616, -1.994, 2.836)
H (-0.475, -0.527, 2.343)
O (-0.696, -1.077, 3.078)
H (5.160, 1.966, 2.016)
H (3.717, 1.578, 1.115)
O (4.202, 1.910, 2.068)
H (1.689, -3.784, -2.739)
H (2.464, -3.755, -4.003)
O (1.555, -3.759, -3.667)
H (0.508, 5.010, -1.381)
H (1.255, 6.102, -2.077)
O (0.307, 5.746, -2.028)
H (-2.141, 0.314, -5.504)
H (-1.219, -0.583, -4.517)
O (-1.832, -0.649, -5.309)
H (-1.932, -3.073, -3.422)
H (-2.635, -1.642, -3.813)
O (-2.309, -2.231, -3.049)
H (2.750, 3.981, -0.933)
H (2.545, 5.411, -0.916)
O (2.224, 4.655, -0.444)
H (1.544, -5.892, -0.736)
H (1.762, -6.329, -2.195)
O (1.054, -6.201, -1.547)
H (0.209, 3.018, 3.787)
O (0.350, 3.431, 4.618)
H (1.825, 0.880, -0.356)
H (0.205, 0.678, -0.488)
O (1.092, 0.662, -1.000)
H (-2.372, 0.074, -0.147)
H (-3.109, 2.823, -1.471)
H (3.091, 2.213, 4.248)
H (-1.818, -4.756, 0.034)
H (0.425, -1.446, -3.455)
H (-0.524, 3.539, 4.910)
O (-2.327, 2.972, 3.951)
H (-1.968, 2.055, 3.617)
H (-2.094, 3.104, 4.940)
O (1.991, -1.356, 3.913)
H (1.849, -0.537, 4.336)
H (2.703, -1.698, 4.435)
O (-4.445, -3.026, 2.380)
H (-5.383, -3.334, 2.311)
H (-3.977, -3.924, 2.125)
O (-5.905, 3.409, -0.647)
H (-5.574, 3.980, -1.290)
H (-5.333, 2.701, -0.621)
O (4.193, -2.108, 3.267)
H (5.054, -1.653, 3.197)
H (4.091, -2.433, 2.345)
O (5.349, 2.145, -1.183)
H (5.741, 2.855, -0.766)
H (5.819, 1.351, -0.926)
O (3.369, -0.697, 1.241)
H (3.588, 0.242, 1.532)
H (2.845, -0.953, 1.977)

Calculated values
E_LUMO	-0.0219	Eh
energy relative to the best compared isomer or geometry (same formula, charge and spin)	12.331	eV
HOMO	-9.915	eV
frontier orbital gap	9.319	eV
maximum force	7.1	eV Å⁻¹

Atomic partial charges in e from the Mulliken method, atoms 1 to 5: -0.163 -0.055 0.063 0.327 0.324